No. 1
This record from OMol25 describes a cluster of 2 separate species, C19H25O2Si in total in a non-equilibrium geometry. The level of theory is ωB97M-V/def2-TZVPD.

Each line ends with the Löwdin charge.
Positions of all 47 atoms, in Å:
C 0.066 3.200 -1.121  0.02
O -1.353 3.421 -0.960  -0.02
C -2.268 2.500 -0.961  0.05
C -3.647 2.895 -1.007  -0.17
C -4.637 1.879 -1.068  0.01
C -5.986 2.216 -1.106  -0.04
C -6.376 3.563 -1.108  -0.01
C -5.407 4.580 -1.094  -0.04
C -4.056 4.268 -1.050  0.03
H 0.460 4.216 -1.183  0.11
H 0.477 2.667 -0.256  0.10
H 0.284 2.652 -2.044  0.11
H -1.992 1.441 -1.001  0.14
H -4.284 0.842 -1.108  0.13
H -6.738 1.430 -1.137  0.12
H -7.434 3.830 -1.119  0.13
H -5.706 5.626 -1.124  0.12
H -3.276 5.035 -1.080  0.13
C 3.433 -4.034 -0.756  -0.16
Si 2.920 -2.261 -1.090  0.44
C 4.033 -1.056 -0.188  -0.15
C 2.739 -1.953 -2.916  -0.16
O 1.323 -2.029 -0.564  -0.15
C 0.723 -1.271 0.414  -0.33
C -0.023 -0.171 0.053  0.04
C 0.990 -1.703 1.789  -0.17
C 0.914 -0.737 2.816  -0.03
C 1.305 -1.035 4.128  -0.07
C 1.796 -2.305 4.442  -0.07
C 1.880 -3.283 3.439  -0.07
C 1.447 -3.003 2.143  -0.02
H 4.446 -4.225 -1.142  0.04
H 3.428 -4.269 0.316  0.02
H 2.742 -4.720 -1.263  0.04
H 5.063 -1.121 -0.570  0.04
H 3.675 -0.027 -0.333  0.03
H 4.054 -1.268 0.891  0.04
H 3.693 -1.997 -3.457  0.04
H 2.061 -2.708 -3.334  0.04
H 2.286 -0.969 -3.078  0.03
H -0.499 0.431 0.824  0.04
H -0.175 0.066 -0.991  0.05
H 0.563 0.257 2.534  0.10
H 1.222 -0.262 4.898  0.11
H 2.097 -2.541 5.465  0.11
H 2.280 -4.272 3.677  0.11
H 1.460 -3.800 1.383  0.11

Cartesian forces, eV/Å:
0.690 -0.159 0.096
-1.600 -0.907 0.022
0.047 1.365 -0.549
-0.071 0.186 -0.002
0.398 0.067 0.040
0.078 -0.016 -0.034
0.466 -0.211 0.114
0.417 0.048 -0.005
0.246 -0.462 -0.024
0.070 -0.314 0.028
-0.219 0.137 -0.207
-0.261 0.109 0.211
0.128 0.213 0.119
-0.415 0.308 0.133
0.185 0.190 -0.009
0.323 -0.136 -0.045
0.017 -0.279 0.002
-0.463 -0.189 0.129
-0.078 0.112 -0.064
-0.137 -0.134 0.343
-0.031 0.051 -0.114
0.181 0.021 -0.072
-0.686 0.398 0.669
-0.148 0.736 -1.790
0.808 -1.492 0.768
0.510 -0.134 1.661
0.163 -0.513 -0.090
-0.221 0.042 -0.267
-0.080 -0.010 -0.342
-0.235 0.262 0.150
-0.122 0.399 -0.658
-0.275 0.061 0.084
0.056 0.061 -0.224
0.156 0.069 0.105
-0.299 0.038 0.118
0.141 -0.174 0.069
-0.016 0.043 -0.251
-0.223 -0.003 0.078
0.139 0.131 0.022
0.096 -0.097 -0.039
-0.050 -0.201 -0.215
0.191 -0.065 -0.032
0.244 -0.207 0.391
0.079 -0.338 -0.273
-0.021 0.106 -0.352
-0.247 0.333 -0.097
0.070 0.555 0.399

Net charge: +1
Energy above the lowest of the compared OMol25 structures with the same formula, charge and spin in eV: 0.177
Kohn-Sham gap in eV: 5.3
HOMO level in eV: -10.7
M in g mol⁻¹: 313.49
DFT total energy in eV: -32074.948
Lowest unoccupied orbital energy in eV: -5.44

=====

No. 2
This record from OMol25 describes a structure of composition C19H26AuFN5SSi in a non-equilibrium geometry. The level of theory is ωB97M-V/def2-TZVPD.

Each line ends with the Löwdin spin population.
Positions of all 54 atoms, in Å:
Au -6.269 -14.460 -1.881  0.45
C -9.900 -16.456 -0.105  0.01
Si -8.045 -16.718 -0.286  0.03
C -7.714 -17.491 -1.972  0.00
C -7.522 -17.879 1.077  0.00
N -7.209 -15.038 -0.154  0.43
C -7.258 -14.107 0.789  0.04
C -7.938 -14.280 2.027  0.22
C -8.026 -13.463 3.228  -0.02
C -7.391 -12.227 3.235  0.20
C -6.646 -11.841 2.068  -0.02
C -6.484 -12.552 0.897  0.15
F -5.682 -11.825 -0.043  0.03
H -10.488 -17.382 -0.058  0.00
H -10.309 -15.876 -0.956  0.00
H -10.147 -15.881 0.804  0.00
H -8.256 -18.456 -2.118  0.00
H -6.644 -17.690 -2.152  0.00
H -8.060 -16.826 -2.806  0.01
H -8.248 -18.675 1.370  0.00
H -7.258 -17.358 2.004  0.00
H -6.598 -18.405 0.767  0.00
H -8.490 -15.192 2.167  0.01
H -8.589 -13.791 4.119  0.00
H -7.467 -11.572 4.099  0.01
H -6.144 -10.867 2.010  0.00
N -2.675 -16.979 -1.604  0.00
C -3.306 -17.382 -0.390  0.00
C -4.343 -16.500 -0.258  0.00
N -4.436 -15.754 -1.408  0.04
C -3.413 -16.036 -2.191  0.00
H -1.834 -17.384 -2.029  0.00
H -2.918 -18.205 0.213  0.00
H -5.068 -16.388 0.511  0.00
H -3.158 -15.603 -3.153  0.00
N -5.614 -10.830 -2.801  0.03
C -5.903 -11.940 -3.453  0.05
S -4.937 -13.306 -3.520  0.09
N -7.096 -12.028 -4.061  0.01
C -8.044 -11.063 -4.445  0.00
C -7.712 -9.708 -4.573  0.00
C -8.711 -8.783 -4.855  0.00
C -9.985 -9.202 -5.209  0.00
C -10.311 -10.569 -5.136  0.00
C -9.348 -11.502 -4.759  0.00
H -4.775 -10.759 -2.229  0.00
H -6.344 -10.108 -2.720  0.00
H -7.346 -13.006 -4.216  0.02
H -6.674 -9.369 -4.573  0.00
H -8.507 -7.712 -4.837  0.00
H -10.749 -8.489 -5.526  0.00
H -11.321 -10.882 -5.368  0.00
H -9.599 -12.561 -4.689  0.00
H -7.890 -14.170 -2.611  0.20

Cartesian forces, eV/Å:
-0.465 0.076 -1.778
-0.302 0.859 -0.211
-1.128 -0.107 -0.016
0.064 0.347 -0.794
0.864 -0.556 0.461
-0.767 0.346 1.673
1.535 2.464 0.586
-0.652 0.445 2.509
0.586 -0.132 -1.880
0.135 -0.687 -0.950
0.216 0.062 -0.854
-0.760 -1.124 0.139
-1.748 -2.386 1.230
0.426 0.012 -0.021
0.240 -0.200 0.355
0.075 -0.196 -0.268
0.290 0.631 0.474
-0.321 0.055 0.112
0.271 -0.433 0.756
0.265 0.747 -0.535
-0.078 0.026 -0.055
-0.371 0.157 0.138
-0.019 -0.457 -0.432
0.303 -0.036 -0.848
0.168 -0.037 -0.272
-0.249 -0.339 0.372
0.312 -1.598 0.688
1.044 0.833 -0.915
0.578 -0.922 -1.211
0.007 0.963 -0.035
-0.346 -0.058 0.711
-0.684 0.153 0.502
-0.139 0.589 -0.240
-0.258 -0.090 0.436
-0.241 -0.009 0.299
0.214 1.126 0.409
-1.508 0.715 -0.083
1.238 -0.620 0.000
-0.063 -0.689 -0.702
-0.432 0.399 -0.172
0.022 -0.096 0.007
-0.339 0.235 -0.494
-0.369 -0.559 0.401
0.582 0.399 -0.095
0.150 0.433 0.327
-0.459 -0.165 -0.397
0.750 -0.562 0.056
-0.039 0.457 -0.197
-0.337 -0.133 0.353
0.206 -0.323 -0.221
0.275 -0.154 0.240
0.104 -0.104 -0.062
0.094 0.252 0.037
1.062 -0.009 0.469

Multiplicity: 3
Net charge: +1
Energy above the lowest of the compared OMol25 structures with the same formula, charge and spin in eV: 0.000
Kohn-Sham gap (spin up / spin down) in eV: 7.2 / 5.9
HOMO level (spin up / spin down) in eV: -9.3 / -10.9
M in g mol⁻¹: 600.57
DFT total energy in eV: -52690.180
Lowest unoccupied orbital energy (spin up / spin down) in eV: -2.03 / -4.96

=====

No. 3
This record from OMol25 describes a structure of composition C19H26BN7V in a non-equilibrium geometry. The level of theory is ωB97M-V/def2-TZVPD.

Each line ends with the Löwdin spin population.
Positions of all 54 atoms, in Å:
C 2.900 0.167 -0.948  0.00
N 1.588 0.235 -1.308  0.00
N 1.591 0.369 -2.712  0.00
C 2.851 0.422 -3.163  0.00
C 3.717 0.292 -2.074  0.00
B 0.250 0.555 -3.438  0.00
N -0.688 -0.640 -3.085  0.00
N -0.981 -0.903 -1.733  -0.02
C -1.901 -1.912 -1.712  0.00
C -2.210 -2.263 -3.031  -0.01
C -1.431 -1.441 -3.850  -0.01
V -0.134 0.112 -0.334  0.09
N -0.399 1.823 -2.823  0.00
N -0.689 1.863 -1.460  -0.01
C -1.296 3.040 -1.232  0.00
C -1.409 3.765 -2.436  -0.01
C -0.824 2.956 -3.414  -0.01
H -1.629 3.308 -0.237  0.00
H -0.685 3.070 -4.487  0.00
H -1.859 4.737 -2.593  0.00
H 0.398 0.666 -4.618  0.00
H -1.378 -1.368 -4.929  0.00
H 3.057 0.562 -4.216  0.00
H -2.896 -3.030 -3.327  0.00
H 4.795 0.280 -2.112  0.00
H -2.243 -2.300 -0.769  0.00
H 3.183 0.007 0.079  0.00
H -2.992 0.183 1.568  0.00
C -2.745 -0.876 1.750  0.00
H -3.388 -1.524 1.151  0.00
H -1.683 -1.048 1.482  0.00
H -2.953 -1.094 2.803  0.00
C -0.260 2.474 2.418  0.08
N -0.141 1.066 2.740  0.61
C -0.706 0.746 4.037  0.07
C 1.215 0.524 2.597  0.06
C 1.198 -0.939 2.250  0.02
C 1.700 -1.915 3.137  0.00
C 1.612 -3.263 2.790  0.02
C 1.046 -3.653 1.567  0.00
C 0.560 -2.673 0.665  0.00
C 0.662 -1.330 1.031  -0.01
H 0.375 3.127 3.046  0.04
H -1.306 2.761 2.563  0.00
H 0.005 2.635 1.362  0.01
H -1.727 1.141 4.080  0.00
H -0.735 -0.344 4.169  0.01
H -0.120 1.183 4.869  0.04
H 1.724 1.094 1.793  0.00
H 1.776 0.611 3.551  0.03
H 2.158 -1.580 4.072  0.00
H 1.980 -4.024 3.471  0.00
H 0.959 -4.711 1.298  0.00
H 0.110 -2.943 -0.297  0.00

Cartesian forces, eV/Å:
1.368 -0.149 -0.761
-1.254 -0.217 -0.578
0.083 0.072 0.340
-1.443 -0.055 0.612
-0.281 -0.153 1.620
-0.283 0.644 -0.343
-0.156 0.009 0.386
1.123 0.929 0.070
-0.532 -0.639 -1.523
-0.083 -0.173 2.127
0.729 0.864 0.590
2.054 -2.422 -4.080
0.003 -0.233 0.303
0.368 -1.064 0.656
-0.348 1.354 -1.173
-0.049 -0.293 1.044
0.116 -0.808 0.771
-0.028 0.075 -0.207
-0.110 0.180 0.241
0.047 -0.118 0.120
-0.041 -0.107 0.224
0.030 -0.077 -0.011
-0.001 -0.090 -0.056
-0.222 -0.189 -0.175
0.039 0.018 0.097
-0.229 -0.146 -0.039
0.079 0.017 0.023
-0.188 -0.302 -0.034
-0.167 0.524 -0.286
0.048 0.197 -0.014
-0.273 -0.228 0.348
0.402 -0.029 -0.180
-1.328 0.100 -1.309
2.169 1.596 3.041
-1.690 -1.008 -0.188
0.651 -0.508 -0.942
0.407 -0.634 1.336
-0.251 1.378 -0.710
-0.094 -0.287 -0.313
-0.344 0.616 -0.889
-0.213 -1.110 0.015
-0.853 2.000 -0.928
0.096 -0.426 0.040
0.205 0.171 0.068
0.226 0.148 0.210
0.208 -0.068 0.185
0.102 0.225 0.087
0.097 0.096 -0.445
-0.051 -0.067 0.557
-0.375 0.523 -0.353
-0.095 -0.300 -0.190
-0.063 0.040 0.001
0.120 0.382 0.084
0.275 -0.258 0.532

Multiplicity: 2
Net charge: +4
Kohn-Sham gap (spin up / spin down) in eV: 4.6 / 4.6
HOMO level (spin up / spin down) in eV: -21.4 / -21.5
M in g mol⁻¹: 414.22
DFT total energy in eV: -56870.631
Lowest unoccupied orbital energy (spin up / spin down) in eV: -16.81 / -16.87

=====

No. 4
This record from OMol25 describes a structure of composition C19H26Cl5IN6OSn in a non-equilibrium geometry. The level of theory is ωB97M-V/def2-TZVPD.

Each line ends with the Löwdin charge.
Positions of all 59 atoms, in Å:
Sn -1.116 -0.404 -0.774  1.19
N -0.267 0.213 -2.592  -0.13
C 0.534 1.479 -2.549  -0.19
C 1.544 1.435 -1.420  -0.19
N 0.863 1.214 -0.150  -0.22
C 1.693 0.463 0.803  -0.18
C 0.817 -0.354 1.723  -0.18
N 0.050 -1.332 0.904  -0.04
C 0.375 2.533 0.477  -0.26
C -0.902 3.143 0.118  -0.32
N -3.926 2.400 -0.045  -0.27
H 0.502 -0.674 -3.104  0.09
H -1.100 0.391 -3.157  0.10
H -0.133 2.332 -2.467  0.11
H 1.078 1.580 -3.490  0.14
H 2.164 2.337 -1.435  0.14
H 2.221 0.597 -1.599  0.11
H 2.358 1.114 1.379  0.15
H 2.336 -0.222 0.244  0.11
H 0.090 0.272 2.240  0.06
H 1.418 -0.884 2.461  0.14
H -0.664 -1.764 1.488  0.12
H 0.678 -2.088 0.596  0.05
H 1.069 3.327 0.169  0.13
H 0.470 2.436 1.559  0.11
H -1.185 3.484 -0.874  0.05
H -2.957 3.731 1.417  -0.09
H -3.643 1.769 -0.803  -0.06
H -1.725 0.773 0.281  -0.09
N 3.917 -4.422 -0.309  0.23
C 2.949 -3.538 -0.551  -0.45
O 2.295 -2.994 0.335  0.02
C 2.643 -3.193 -1.987  -0.10
C 2.989 -3.901 -3.133  0.04
C 2.522 -3.459 -4.366  0.01
C 1.715 -2.336 -4.425  -0.04
N 1.394 -1.656 -3.319  0.05
C 1.855 -2.076 -2.150  -0.13
H 4.116 -4.669 0.648  0.14
H 4.493 -4.819 -1.031  0.12
H 3.587 -4.802 -3.087  0.13
H 2.764 -3.993 -5.273  0.13
H 1.305 -1.977 -5.359  0.14
H 1.565 -1.519 -1.270  0.07
Cl -1.493 0.408 5.392  0.75
C -2.401 1.782 4.958  -0.68
C -2.571 2.274 3.536  -0.36
C -1.948 1.494 2.675  0.04
Cl -2.476 2.541 0.865  0.85
C -3.439 3.468 3.689  -0.57
Cl -3.997 4.603 2.475  0.84
C -3.729 3.638 4.988  -0.72
Cl -4.664 4.865 5.648  0.81
C -3.085 2.575 5.791  -0.72
Cl -3.237 2.434 7.467  0.78
I -1.284 -3.649 -1.678  0.86
C -2.437 -2.071 -0.778  -0.77
H -2.668 -2.356 0.243  -0.01
H -3.321 -1.955 -1.394  -0.02

Cartesian forces, eV/Å:
0.300 0.873 2.232
0.131 -0.152 -0.300
0.027 0.032 -0.207
-0.100 -0.185 -0.096
0.076 -0.119 0.165
0.140 0.007 -0.111
-0.131 0.032 0.052
-0.014 -0.100 -0.296
-0.283 -0.443 -0.046
-0.991 0.398 0.130
1.043 0.006 0.445
-0.403 0.130 0.075
0.322 -0.216 -0.373
-0.030 0.036 0.099
-0.109 -0.099 -0.068
-0.107 0.066 0.058
0.036 0.054 -0.030
-0.071 0.036 0.035
0.071 0.030 0.059
0.039 -0.004 0.026
0.016 -0.051 -0.044
-0.002 -0.023 -0.006
0.065 -0.021 0.120
0.209 -0.169 0.061
0.053 -0.158 -0.050
-0.106 -0.105 0.196
-0.243 -0.139 0.167
-0.033 -0.210 0.080
-0.084 -0.831 -0.690
-0.052 0.019 0.011
0.070 -0.071 -0.120
0.076 -0.046 0.054
0.065 -0.059 0.021
-0.029 0.016 0.023
-0.019 0.003 0.049
-0.006 -0.029 -0.053
0.034 0.143 -0.037
-0.077 0.042 0.026
0.005 -0.003 0.003
0.006 0.011 -0.005
0.004 0.001 -0.003
0.000 0.007 -0.008
0.016 0.007 0.000
0.026 0.047 -0.071
0.002 0.017 -0.046
0.015 0.050 -0.221
-0.456 0.288 1.242
0.130 -0.163 -0.505
0.141 1.507 -1.598
0.021 0.106 -0.102
0.222 -0.284 0.387
0.120 -0.198 0.131
-0.105 0.129 0.120
-0.124 0.166 -0.219
0.004 0.021 -0.036
-0.191 -0.271 0.072
0.512 -0.204 -0.967
-0.116 0.061 0.016
-0.112 0.014 0.153

Net charge: +2
Energy above the lowest of the compared OMol25 structures with the same formula, charge and spin in eV: 12.300
Kohn-Sham gap in eV: 6.9
HOMO level in eV: -12.8
M in g mol⁻¹: 777.34
DFT total energy in eV: -107629.462
Lowest unoccupied orbital energy in eV: -5.87

=====

Number 1 is which compound?
C19H25O2Si

=====

M of number 2 (C19H26AuFN5SSi)?
600.57 g mol⁻¹

=====

DFT total energy of number 1 (C19H25O2Si)?
-32074.948 eV